# 1
The following is a quantum chemistry calculation of a structure of composition C32H26MnO6S2Si, from the OMol25 dataset.

For the gap between HOMO and LUMO (spin up / spin down), the calculation gives 6.3609 / 6.7220 eV. The value obtained for the energy is -106764.3606 eV. As for the LUMO energy (spin up / spin down): 4.3524 / 4.3518 eV. Its expectation value of S² is 8.759.

Structure (ORCA input):
```
! RIJCOSX wB97M-V def2-TZVPD def2/J DEFGRID3
* xyz -2 6
Mn 0.14317 -0.28710 -0.52553
O 0.03780 -0.39323 1.68897
C -0.72588 -1.47959 2.23299
C -1.54612 -2.13501 1.04406
O -2.42125 -2.92189 1.38008
O -1.19309 -1.80254 -0.12459
C 0.16918 -2.56803 2.77872
C -0.39258 -3.56628 3.57734
C 0.39496 -4.59172 4.07121
C 1.75172 -4.64067 3.77117
C 2.30726 -3.66414 2.96324
C 1.52277 -2.63110 2.46211
C -1.65751 -0.88539 3.27980
C -2.88546 -0.33799 2.91253
C -3.68944 0.28150 3.85657
C -3.27363 0.37496 5.17790
C -2.04506 -0.14770 5.54639
C -1.24297 -0.77365 4.60278
H 0.86511 -0.27227 2.17487
H -1.45309 -3.53667 3.78756
H -0.05274 -5.36244 4.68812
H 2.36637 -5.44601 4.15701
H 3.35538 -3.69958 2.69274
H 1.97808 -1.92295 1.77639
H -3.21433 -0.39377 1.88337
H -4.63710 0.70624 3.55074
H -3.90213 0.86244 5.91459
H -1.70347 -0.06916 6.57237
H -0.28665 -1.18648 4.90238
C 1.56552 5.65810 -1.70095
C 0.20999 5.84802 -1.44367
C -0.63250 4.75305 -1.32346
C -0.15565 3.44464 -1.47278
C 1.20680 3.28184 -1.72190
C 2.06551 4.37240 -1.82888
Si -1.23707 1.87604 -1.28687
C -2.31745 1.81582 -2.87279
C -2.79130 2.96921 -3.50603
C -3.60313 2.89567 -4.62905
C -3.96726 1.65719 -5.14631
C -3.50903 0.50093 -4.53467
C -2.69074 0.58515 -3.41331
C -2.53590 2.41007 0.02584
C -3.91500 2.27989 -0.14957
C -4.81733 2.67732 0.83052
C -4.35818 3.22210 2.02084
C -2.98868 3.34886 2.22552
C -2.09861 2.94385 1.24401
H 2.22935 6.51327 -1.77299
H -0.18485 6.85097 -1.31768
H -1.67869 4.91757 -1.08016
H 1.65060 2.29205 -1.78512
H 3.12088 4.17590 -1.97365
H -2.51341 3.94283 -3.11829
H -3.95338 3.80635 -5.10332
H -4.60140 1.59680 -6.02394
H -3.78272 -0.47178 -4.92793
H -2.33250 -0.32215 -2.93733
H -4.29576 1.86930 -1.07983
H -5.88272 2.56328 0.65895
H -5.05784 3.53578 2.78765
H -2.61376 3.75485 3.15836
H -1.03183 3.04662 1.42230
O 5.17221 -0.48554 -0.58941
S 3.99756 0.34558 -0.34996
O 3.84810 1.43378 -1.31188
O 3.84417 0.77364 1.03965
S 2.39333 -1.02081 -0.66064
*
```

Per-atom Löwdin charges, elementary charge units: Mn 0.556; O -0.093; C -0.309; C -0.603; O 0.043; O -0.120; C -0.148; C -0.038; C -0.093; C -0.112; C -0.071; C -0.014; C -0.130; C 0.001; C -0.084; C -0.108; C -0.095; C -0.031; H 0.112; H 0.121; H 0.091; H 0.088; H 0.107; H 0.043; H 0.125; H 0.094; H 0.090; H 0.092; H 0.119; C -0.118; C -0.120; C -0.133; C -0.299; C -0.103; C -0.081; Si 0.725; C -0.304; C -0.100; C -0.111; C -0.126; C -0.109; C -0.116; C -0.298; C -0.104; C -0.113; C -0.138; C -0.109; C -0.115; H 0.085; H 0.085; H 0.093; H 0.062; H 0.100; H 0.087; H 0.089; H 0.085; H 0.091; H 0.086; H 0.093; H 0.089; H 0.088; H 0.096; H 0.107; O -0.464; S 0.058; O -0.452; O -0.467; S 0.227

# 2
The following is a quantum chemistry calculation of a structure of composition C24H43ClP2Ru at a distorted geometry, from the OMol25 dataset.

The energy relative to the best compared isomer or geometry (same formula, charge and spin) is 0.0 kcal per mole. For the gap between HOMO and LUMO (spin up / spin down), the calculation gives 5.7348 / 6.2540 eV. The value obtained for the energy is -59244.4797 eV. As for the LUMO energy (spin up / spin down): -7.4976 / -8.1734 eV. Its expectation value of S² is 6.036.

Structure (ORCA input):
```
! RIJCOSX wB97M-V def2-TZVPD def2/J DEFGRID3
* xyz 2 5
Ru 0.26555 -0.23655 0.36226
C 0.29435 1.39939 2.68583
C -0.34596 1.62262 1.33388
C -1.95656 1.03543 2.97309
C -0.66549 0.96733 3.58527
C -1.81870 1.50934 1.67638
C 1.62469 1.83553 3.14745
H 2.19139 2.33506 2.36771
H 2.22152 0.99885 3.53980
H 1.52350 2.55819 3.97401
C -0.46822 0.64118 5.01739
H 0.54201 0.26703 5.21224
H -1.19140 -0.10756 5.36721
H -0.60345 1.54379 5.63113
C -3.23233 0.71200 3.65934
H -3.51232 1.51044 4.35881
H -3.14719 -0.21330 4.24325
H -4.06469 0.58878 2.95574
C -2.93851 2.09750 0.90748
H -3.34262 2.99339 1.42715
H -3.77842 1.38567 0.80983
H -2.62874 2.41539 -0.09791
C 0.04960 2.84149 0.56464
H -0.51420 3.70654 0.95177
H -0.18730 2.73148 -0.49673
H 1.12050 3.06614 0.65432
C 1.35361 -2.08668 -1.38279
C 2.62904 -1.34547 -1.30702
C 3.10691 -0.57780 -2.57572
C 1.99298 -0.01257 -3.52051
C 0.63403 0.11586 -3.02148
C -0.47370 -0.88748 -2.99076
C -0.09523 -2.36019 -3.37734
C 1.18809 -2.79720 -2.67537
H 3.76580 -1.23719 -3.17520
H 2.00599 -0.54249 -4.49340
H 3.77610 0.24433 -2.27700
H 2.04962 -2.62523 -3.33209
H 1.03497 -2.67987 -0.51013
H 3.38390 -2.15194 -1.11257
H 1.17944 -3.88810 -2.53483
H -0.90694 -3.06358 -3.09686
H -1.33262 -0.59122 -3.61975
H -0.01482 -2.44887 -4.47160
H 2.32215 1.02482 -3.76688
H 0.34755 1.14434 -2.76674
P 2.55328 -0.29328 0.22720
C 3.07041 -1.67539 1.30812
C 3.41416 1.31686 0.03550
P -2.70350 -0.16956 -1.20733
C -0.95193 -0.81753 -1.58089
C -2.61282 1.25580 -2.40383
C -3.39193 -1.68969 -1.98462
H 2.16586 -2.22271 1.59043
H 3.55667 -1.33099 2.22323
H 3.76198 -2.36905 0.80029
H 3.04953 1.82322 -0.87419
H 4.51375 1.25703 -0.02271
H 3.15461 1.97657 0.87727
H -2.78535 -2.01517 -2.84165
H -4.44109 -1.56934 -2.30555
H -3.34819 -2.49701 -1.23043
H -0.98576 -1.84092 -1.22838
H -0.01588 -0.08296 -1.25155
H -3.48098 1.91828 -2.26064
H -2.61734 0.89050 -3.43910
H -1.69389 1.84833 -2.22099
Cl -0.01211 -2.07379 2.94037
C -0.81216 -1.57097 1.43370
H -1.71905 -1.03987 1.76341
H -1.05212 -2.46699 0.84901
*
```

Per-atom Löwdin charges, elementary charge units: Ru 0.893; C -0.179; C -0.350; C -0.192; C -0.228; C -0.183; C -0.003; H 0.048; H 0.110; H 0.129; C -0.023; H 0.089; H 0.091; H 0.117; C 0.008; H 0.119; H 0.100; H 0.093; C -0.072; H 0.129; H 0.070; H 0.052; C -0.045; H 0.116; H 0.069; H 0.071; C -0.170; C -0.439; C -0.158; C -0.171; C -0.060; C -0.367; C -0.112; C -0.164; H 0.127; H 0.137; H 0.090; H 0.118; H 0.114; H 0.134; H 0.140; H 0.121; H 0.123; H 0.133; H 0.130; H 0.108; P 0.911; C -0.223; C -0.197; P 0.959; C -0.475; C -0.256; C -0.257; H -0.013; H 0.058; H 0.067; H 0.064; H 0.080; H 0.014; H 0.033; H 0.062; H 0.058; H 0.048; H 0.016; H 0.052; H 0.051; H 0.035; Cl 0.645; C -0.641; H 0.016; H 0.029

# 3
The following is a quantum chemistry calculation of a structure of composition C32H43Cl2N7O3PrS2 at a distorted geometry, from the OMol25 dataset.

For the gap between HOMO and LUMO (spin up / spin down), the calculation gives 7.3587 / 7.3682 eV. The value obtained for the energy is -111237.8425 eV. As for the LUMO energy (spin up / spin down): -2.5147 / -2.5076 eV. Its expectation value of S² is 2.002.

Structure (ORCA input):
```
! RIJCOSX wB97M-V def2-TZVPD def2/J DEFGRID3
* xyz 1 3
Pr 0.53203 1.08067 -0.23120
N -2.14750 2.02569 -0.09554
C -2.47866 3.03230 0.92531
C -1.64959 2.79671 2.17676
N -0.20640 2.95014 1.94283
C 0.13815 4.35027 1.64801
C 0.40282 4.60195 0.16734
N 1.41184 3.65329 -0.33866
C 0.50948 2.45605 3.13215
C 2.01096 2.30359 2.93222
N 2.29113 1.34691 1.85419
H -2.48709 2.32687 -1.00156
H -2.62758 1.16129 0.13794
H -3.53510 3.00883 1.20575
H -2.28028 4.02211 0.51522
H -1.82710 1.77337 2.51161
H -1.99164 3.48214 2.96509
H 1.04293 4.61959 2.19511
H -0.64832 5.03231 1.98869
H 0.72186 5.64212 0.05071
H -0.50184 4.45904 -0.42323
H 2.28267 3.80419 0.16248
H 1.60672 3.88579 -1.30732
H 0.10436 1.46914 3.36142
H 0.33672 3.11497 3.99445
H 2.43678 1.99103 3.89004
H 2.47462 3.25757 2.67430
H 2.02432 0.41177 2.15796
H 3.28922 1.30198 1.68048
Cl 3.74977 -2.94053 0.27879
C 4.02105 -1.74580 -0.94194
C 5.13468 -1.85554 -1.77623
C 5.36615 -0.92415 -2.75220
Cl 6.77220 -1.07586 -3.75820
C 4.47738 0.15415 -2.93820
C 4.63168 1.14461 -3.92919
C 3.70443 2.14453 -4.03284
C 2.61714 2.15890 -3.14740
N 2.43457 1.26537 -2.19743
C 3.34857 0.26102 -2.07868
C 3.10275 -0.70113 -1.03972
O 2.07795 -0.57693 -0.25962
H 5.81874 -2.68237 -1.64442
H 5.48326 1.09591 -4.59401
H 3.79922 2.92075 -4.77977
H 1.85729 2.92663 -3.24014
C -4.95335 -5.67598 7.24265
C -4.06521 -4.73868 6.47720
O -4.33828 -3.60974 6.17938
S -2.50559 -5.50781 6.01438
C -1.87754 -4.25799 4.91365
C -1.38891 -3.05703 5.40522
C -1.00985 -2.06049 4.52306
C -1.11202 -2.25442 3.14451
C -1.55789 -3.48982 2.66492
C -1.94299 -4.48484 3.54459
C -0.79417 -1.20755 2.21987
C -0.56979 -0.31735 1.41206
H -5.53037 -5.12166 7.98046
H -4.38261 -6.47129 7.71840
H -5.64890 -6.12493 6.53126
H -1.32127 -2.90087 6.47293
H -0.63771 -1.11758 4.90253
H -1.61096 -3.65550 1.59696
H -2.30635 -5.43623 3.17937
S -0.78545 2.62620 -2.92554
C -1.08877 1.62533 -4.23233
N -0.21988 1.31437 -5.20226
C -0.81091 0.52373 -6.27790
C -2.25934 0.32608 -5.78457
N -2.25297 1.02370 -4.50107
H 0.71862 1.66934 -5.22085
H -0.28628 -0.42322 -6.40422
H -0.77319 1.06702 -7.22177
H -2.50931 -0.72649 -5.65326
H -2.98426 0.77186 -6.46532
H -3.07842 1.17071 -3.95133
C 0.39298 -2.64325 -2.37700
C -0.56948 -2.74287 -1.17804
C -1.56599 -1.62470 -1.45138
O -0.76271 -0.58048 -2.03159
C 0.08213 -1.25964 -2.97489
H 0.20680 -3.42222 -3.11473
H 1.42860 -2.71774 -2.05015
H -0.03909 -2.51647 -0.25354
H -1.04873 -3.71699 -1.09671
H -2.04104 -1.24048 -0.55140
H -2.32563 -1.93328 -2.18039
H 0.96322 -0.64470 -3.14780
H -0.46952 -1.36734 -3.91670
*
```

Per-atom Löwdin charges, elementary charge units: Pr 0.973; N -0.034; C -0.215; C -0.190; N -0.186; C -0.164; C -0.214; N -0.027; C -0.184; C -0.215; N -0.012; H 0.018; H 0.083; H 0.124; H 0.104; H 0.111; H 0.133; H 0.116; H 0.133; H 0.126; H 0.089; H 0.099; H 0.063; H 0.107; H 0.137; H 0.125; H 0.104; H 0.083; H 0.106; Cl 0.729; C -0.582; C -0.113; C -0.608; Cl 0.709; C -0.165; C -0.006; C -0.037; C -0.170; N 0.051; C -0.136; C -0.400; O -0.262; H 0.112; H 0.097; H 0.111; H 0.050; C -0.075; C -0.740; O 0.039; S 1.009; C -0.533; C -0.082; C -0.022; C -0.243; C -0.021; C -0.085; C -0.099; C -0.150; H 0.090; H 0.067; H 0.093; H 0.115; H 0.112; H 0.105; H 0.107; S 0.725; C -0.825; N 0.040; C -0.115; C -0.114; N 0.039; H 0.130; H 0.116; H 0.121; H 0.116; H 0.121; H 0.145; C -0.111; C -0.135; C -0.175; O -0.260; C -0.169; H 0.115; H 0.098; H 0.095; H 0.119; H 0.103; H 0.132; H 0.110; H 0.114

# 4
The following is a quantum chemistry calculation of a structure of composition C42H56AsGeIrN2O2P2S at a distorted geometry, from the OMol25 dataset.

The energy relative to the best compared isomer or geometry (same formula, charge and spin) is 101.1 kcal per mole. For the gap between HOMO and LUMO (spin up / spin down), the calculation gives 2.2582 / 2.2974 eV. The value obtained for the energy is -201127.8115 eV. As for the LUMO energy (spin up / spin down): -8.8050 / -8.7851 eV.

Structure (ORCA input):
```
! RIJCOSX wB97M-V def2-TZVPD def2/J DEFGRID3
* xyz 2 1
Ir 0.50553 -0.34876 -0.08978
C 3.00826 3.05170 -0.36301
P 2.25936 1.40448 -0.32399
C 1.46880 1.40175 -1.95604
N 1.69675 2.23457 -2.92429
C 0.87332 2.11365 -4.01452
C 1.05799 2.96186 -5.12778
C 0.24115 2.83140 -6.21278
C -0.78605 1.85743 -6.22638
C -0.99717 1.03769 -5.15206
C -0.17279 1.15417 -4.01670
N -0.40094 0.35091 -2.91879
C 0.41596 0.47122 -1.91821
P -1.50681 0.55484 0.28816
C -2.66240 -0.30357 -0.78780
C -2.21004 0.44357 1.98414
C -2.62722 -1.01412 2.22170
C -1.15594 0.85507 2.99943
C -3.40426 1.39805 2.04291
C 3.65216 0.17806 -0.44484
C 3.12307 -1.08714 -1.13164
C 4.82189 0.74579 -1.24310
C 4.07788 -0.15687 0.99464
H 3.60040 3.09513 -1.27424
H 3.63685 3.22563 0.51365
H 2.20828 3.78528 -0.39886
H 1.85492 3.69799 -5.09505
H 0.37442 3.47754 -7.07373
H -1.41362 1.76356 -7.10399
H -1.79096 0.29631 -5.15153
H -3.67761 0.06286 -0.63380
H -2.62135 -1.37557 -0.56114
H -2.35471 -0.14539 -1.82318
H -1.80712 -1.71046 2.01383
H -3.48751 -1.30308 1.61231
H -2.90285 -1.12886 3.27508
H -0.28924 0.18883 2.96495
H -1.58930 0.80652 4.00377
H -0.83268 1.86393 2.80193
H -4.15768 1.17080 1.28339
H -3.08542 2.43475 1.90893
H -3.88490 1.30577 3.02247
H 2.90145 -0.92264 -2.18471
H 2.20337 -1.50636 -0.66761
H 3.86917 -1.88116 -1.05274
H 4.50377 1.10870 -2.22481
H 5.55564 -0.05082 -1.40404
H 5.32578 1.55436 -0.71239
H 3.24498 -0.55852 1.57591
H 4.45598 0.72820 1.51660
H 4.88245 -0.89811 0.98270
C 1.35095 5.99480 1.82610
As 0.35469 4.40623 2.22482
C 1.56054 3.36351 3.30571
C -1.09053 4.99528 3.34156
S -0.33861 3.41059 0.49895
H 1.57972 6.50232 2.76366
H 0.74806 6.64004 1.19535
H 2.27377 5.73968 1.31482
H 1.59686 3.76778 4.31669
H 2.54943 3.42458 2.85581
H 1.23688 2.33211 3.32861
H -0.75762 5.83217 3.95351
H -1.42520 4.18112 3.97907
H -1.89971 5.31010 2.69124
O 1.00544 -1.37430 1.73100
C 0.95670 -2.58308 1.34770
O 0.34737 -2.88650 0.27029
C 1.64364 -3.64435 2.14615
C 0.86852 -4.95423 2.01345
Ge -0.19032 -4.95153 0.37984
C 0.55950 -5.23608 -1.35106
C -0.29902 -5.69239 -2.36729
C 0.21871 -6.04357 -3.60988
C 1.58781 -5.97549 -3.82853
C 2.44627 -5.52972 -2.81898
C 1.93880 -5.17170 -1.58262
C -0.64105 -7.11091 0.41092
C -1.92856 -7.55169 0.71524
C -2.06140 -8.87832 1.10747
C -0.95388 -9.73180 1.09395
C 0.30576 -9.27372 0.69185
C 0.47028 -7.95390 0.30318
C -1.97354 -4.24075 0.41127
C -2.47789 -3.58120 -0.71333
C -3.78798 -3.11489 -0.71826
C -4.59796 -3.29725 0.39706
C -4.09276 -3.92648 1.53191
C -2.78673 -4.39995 1.53706
H 1.79988 -3.31104 3.16782
H 2.63128 -3.75212 1.68766
H 0.17071 -5.12174 2.83651
H 1.53256 -5.81772 1.99264
H -1.36625 -5.77856 -2.18678
H -0.44425 -6.38435 -4.39608
H 1.99659 -6.28324 -4.78358
H 3.51227 -5.47153 -3.00310
H 2.61475 -4.82846 -0.80341
H -2.79115 -6.89782 0.69281
H -3.03840 -9.24185 1.40755
H -1.07891 -10.77268 1.37437
H 1.15704 -9.94518 0.66304
H 1.43740 -7.59705 -0.03334
H -1.85244 -3.43300 -1.58811
H -4.17905 -2.61446 -1.59731
H -5.62533 -2.95297 0.38314
H -4.71942 -4.05633 2.40752
H -2.40825 -4.90214 2.42450
*
```

These are the Löwdin partial charges, in e, on atoms 1 to 99: Ir 1.009; C -0.215; P 1.001; C -0.488; N 0.173; C -0.189; C -0.004; C -0.045; C -0.040; C -0.008; C -0.188; N 0.115; C -0.447; P 1.023; C -0.222; C -0.736; C -0.053; C -0.107; C -0.076; C -0.698; C -0.065; C -0.068; C -0.077; H 0.063; H 0.058; H -0.001; H 0.123; H 0.119; H 0.119; H 0.121; H 0.074; H 0.024; H 0.041; H 0.078; H 0.073; H 0.120; H 0.069; H 0.114; H -0.004; H 0.084; H 0.066; H 0.109; H 0.102; H 0.031; H 0.117; H 0.092; H 0.108; H 0.089; H 0.058; H 0.087; H 0.104; C -0.222; As 0.723; C -0.220; C -0.230; S 0.219; H 0.061; H 0.054; H 0.035; H 0.060; H 0.033; H 0.018; H 0.053; H 0.042; H 0.045; O -0.166; C -0.623; O -0.129; C -0.128; C -0.194; Ge 0.934; C -0.293; C -0.099; C -0.068; C -0.077; C -0.087; C -0.120; C -0.203; C -0.113; C -0.089; C -0.084; C -0.086; C -0.119; C -0.262; C -0.117; C -0.116; C -0.084; C -0.077; C -0.105; H 0.128; H 0.134; H 0.085; H 0.083; H 0.104; H 0.109; H 0.106; H 0.102; H 0.094; H 0.083